Entry from the Open Molecules 2025 dataset: an isolated ion of composition C3H3F3N3 and charge +1 (ωB97M-V with the def2-TZVPD basis set).

```
12
C3H3F3N3 | the Open Molecules 2025 dataset | ωB97M-V with the def2-TZVPD basis set
C -0.24 -1.89 -0.46
C 0.97 -0.24 -0.87
C -0.16 1.73 0.55
N 0.88 -1.55 -1.12
N -0.71 -0.95 0.32
N 0.05 0.11 0.12
F -0.89 1.66 1.61
F -0.74 2.37 -0.38
F 1.05 2.13 0.78
H -0.70 -2.87 -0.48
H 1.70 0.41 -1.29
H -1.20 -0.91 1.20
```

Values from the calculation:
- Energy relative to the best compared isomer or geometry (same formula, charge and spin): 0.0000 eV
- Charge: +1
- Frontier orbital gap: 11.97 eV
- HOMO level: -16.64 eV
- Largest force on an atom: 5.56 eV Å⁻¹



Entry from the Open Molecules 2025 dataset: an isolated ion of composition C2H3FN3 and charge +1 (ωB97M-V with the def2-TZVPD basis set).

```
9
C2H3FN3 | the Open Molecules 2025 dataset | ωB97M-V with the def2-TZVPD basis set
C -0.59 -0.79 0.77
C 0.66 0.16 -0.72
N -1.24 -0.03 1.45
N 0.22 -1.11 -0.23
N -0.01 1.29 -0.70
F 0.47 2.22 -1.28
H -1.95 0.03 2.38
H 1.53 0.09 -1.40
H 0.92 -1.86 -0.27
```

Values from the calculation:
- Energy relative to the best compared isomer or geometry (same formula, charge and spin): 2.5739 eV
- Charge: +1
- Frontier orbital gap: 9.06 eV
- HOMO level: -15.16 eV
- Largest force on an atom: 11.66 eV Å⁻¹